Entry 1:
25
Properties=species:S:1:pos:R:3 method="wB97M-V/def2-TZVPD" total_energy_ev=-56541.167 gap_ev=8.065 charge=0
H -3.40327 26.48898 17.97431
O -9.01842 22.81741 21.71880
H -3.01096 29.29974 20.81348
F -8.39417 24.29508 23.42342
N -7.32186 24.69358 21.31528
S -6.96314 24.07893 19.90704
O -6.79195 22.67734 22.72601
H -1.17938 26.55885 18.87382
O -7.98163 24.06306 18.91291
O -3.07918 25.83898 20.56907
H -3.58124 28.30846 18.15762
Cs -3.15243 22.87579 20.25934
S -7.85981 23.46029 22.20662
O -6.09888 22.92962 19.93594
F -5.95907 25.21040 19.38975
C -1.29337 28.47409 19.80447
H -0.31670 28.24376 20.23653
H -1.12876 29.50315 19.47744
H -1.10490 27.85750 17.68693
C -2.42100 28.38595 20.82763
C -1.57505 27.54427 18.61615
S -3.56641 27.15462 20.19157
O -4.90269 27.59637 20.45148
H -2.17108 28.10322 21.84632
C -3.08478 27.39620 18.48260

***

Entry 2:
16
Properties=species:S:1:pos:R:3 method="wB97M-V/def2-TZVPD" total_energy_ev=-19749.466 gap_ev=8.636 de_lowest_kj_mol=130.5 charge=+1
C -0.61044 34.89811 15.79449
H 2.01686 37.02586 14.89047
H -0.60563 33.98677 16.39243
S 0.85775 34.83972 14.64735
C -0.08378 37.28213 15.28503
C 1.06804 36.70257 14.46229
H 0.09611 38.29477 15.64602
H 1.10069 36.88749 13.38860
C -0.47845 36.30246 16.40332
O 2.01923 34.26664 15.36708
H -1.42532 36.65910 16.80873
H -0.97984 37.58489 14.74326
O 0.45717 34.17736 13.36567
H 0.06212 36.31912 17.34969
Cs -3.19608 31.78108 11.34116
H -1.48126 34.91238 15.13908

***

Entry 3:
45
Properties=species:S:1:pos:R:3 method="wB97M-V/def2-TZVPD" total_energy_ev=-129318.773 gap_ev=7.001 de_lowest_kj_mol=49.9 charge=-3
O -0.21618 -2.07794 1.05558
F 2.42320 -1.42479 2.09148
O -3.01865 -2.05905 -2.84513
F 2.49336 -3.48352 1.41354
O -0.10746 -4.22125 2.30464
C -4.65596 -0.51185 -1.43171
O -2.00245 -0.32940 -1.41830
F 0.26681 3.01632 5.74769
F 2.49311 -3.05224 3.51820
H 3.08695 2.39265 -1.30014
H -1.88625 -0.79597 1.13334
F -4.84569 -1.60484 -0.66741
C -0.10925 2.62333 4.52393
O 2.03739 1.13046 4.56142
O 0.76744 1.24192 2.42801
O -3.24480 0.31421 -3.44879
H -1.37005 0.10668 2.25528
F 1.79975 -2.59030 -5.43288
O 2.64879 2.04856 -0.51577
O 3.41350 -2.22765 -3.01416
C 1.35460 -1.64539 -4.60343
O 2.07834 3.15226 3.18264
S 1.97036 -1.97948 -2.83251
F -0.65699 3.68648 3.91748
H 0.34989 0.58403 -2.70372
H 0.95543 1.52799 -3.72678
K 0.19547 0.61746 0.06120
F 1.71084 -0.44997 -5.04485
S 0.11614 -2.78363 2.29627
C 1.98631 -2.64147 2.33747
S -3.04224 -0.67511 -2.40714
O 1.71493 -0.71551 -2.13122
O 0.08845 3.58691 0.08854
F -1.05081 1.69501 4.67357
H 2.32817 2.82582 -0.03878
F -4.64357 0.54970 -0.61304
H -0.61198 3.96351 0.63395
H 0.61059 4.34222 -0.19885
S 1.36728 1.94038 3.55497
F -5.71020 -0.41030 -2.26175
O -2.12754 -0.02309 1.66983
F 0.03445 -1.72412 -4.61442
O 1.22685 -3.12018 -2.37070
O 0.11237 1.30074 -3.32634
O -0.33068 -2.09958 3.49874

***

Entry 4:
15
Properties=species:S:1:pos:R:3 method="wB97M-V/def2-TZVPD" total_energy_ev=-11191.256 gap_ev="8.011 / 9.567" de_lowest_kj_mol=404.4 charge=+1
H -1.90930 -0.72765 -0.37537
H -0.24920 -1.92859 -1.44918
N -1.52149 0.03477 0.11708
C 0.40958 -1.16944 -0.95170
H -1.48375 -0.33518 1.07559
H 0.24589 2.01094 0.51347
F 0.20805 -0.77486 1.90892
C -0.24076 0.15391 -0.70275
H 2.12772 0.15964 1.82249
C 0.78684 0.97040 0.23781
H -0.63404 0.66301 -1.66557
H -2.10536 0.85346 0.07404
F 1.56767 -1.13138 -1.56777
C 1.13238 0.04230 1.34986
H 1.66577 1.17868 -0.38694